An isolated molecule of C6H9N in a non-equilibrium geometry. Source: the OMol25 dataset; level of theory: ωB97M-V/def2-TZVPD.

For the total energy, the calculation gives -288.71290 hartree. As for the SMILES: Cc1cc[nH]c1C. The calculation puts the lowest unoccupied orbital energy at 0.994 eV. The value obtained for the HOMO energy is -7.5 eV.

Each line ends with the natural charge from an NBO analysis.
Cartesian coordinates (Å):
C1 -0.835 1.750 0.383  -0.62
C2 -0.317 0.564 -0.409  0.06
C3 -0.214 -0.760 0.057  -0.05
C4 -1.318 -1.790 0.046  -0.63
C5 1.179 -1.039 0.168  -0.32
C6 1.859 0.042 -0.366  -0.07
N1 0.940 0.902 -0.847  -0.50
H1 -1.830 1.628 0.803  0.22
H2 -0.750 2.701 -0.155  0.21
H3 -0.115 1.854 1.220  0.20
H4 -1.072 -2.682 0.632  0.21
H5 -1.402 -2.127 -0.997  0.22
H6 -2.313 -1.427 0.331  0.22
H7 1.626 -1.933 0.589  0.22
H8 2.839 0.467 -0.238  0.21
H9 1.125 1.747 -1.362  0.41

Forces on atoms 1 to 2 (eV/Å):
-0.41 0.07 -0.09
-0.16 -0.04 0.00

An isolated molecule of C6H9N. Source: the OMol25 dataset; level of theory: ωB97M-V/def2-TZVPD.

For the total energy, the calculation gives -288.66794 hartree. As for the SMILES: C#CC[C@]1(C)CN1. The calculation puts the lowest unoccupied orbital energy at 1.040 eV. The value obtained for the HOMO energy is -9.6 eV.

Each line ends with the natural charge from an NBO analysis.
Cartesian coordinates (Å):
C1 1.334 -0.915 0.134  -0.63
C2 0.465 0.334 0.017  0.10
C3 -0.763 0.194 -0.932  -0.49
C4 -1.738 -0.594 -0.185  0.02
C5 -2.419 -1.224 0.580  -0.27
C6 0.376 1.096 1.293  -0.25
N1 1.134 1.615 0.149  -0.59
H1 0.710 -1.790 0.338  0.23
H2 2.052 -0.843 0.964  0.21
H3 1.918 -1.093 -0.776  0.21
H4 -0.560 -0.319 -1.888  0.24
H5 -1.233 1.145 -1.225  0.25
H6 -3.104 -1.789 1.164  0.24
H7 -0.480 1.707 1.569  0.20
H8 0.850 0.629 2.162  0.19
H9 2.146 1.511 0.199  0.35

Forces on atoms 1 to 2 (eV/Å):
-0.03 -0.05 -0.11
-0.05 -0.25 0.02

An isolated molecule of C6H9N. Source: the OMol25 dataset; level of theory: ωB97M-V/def2-TZVPD.

For the total energy, the calculation gives -288.69184 hartree. As for the SMILES: CC#C/C=C/CN. The calculation puts the lowest unoccupied orbital energy at 1.007 eV. The value obtained for the HOMO energy is -8.6 eV.

Each line ends with the natural charge from an NBO analysis.
Cartesian coordinates (Å):
C1 2.972 0.564 2.307  -0.68
C2 1.993 0.211 1.285  0.03
C3 1.176 0.066 0.410  -0.07
C4 0.207 0.018 -0.635  -0.28
C5 -1.092 0.273 -0.454  -0.15
C6 -2.077 0.099 -1.575  -0.26
N1 -2.560 -1.285 -1.631  -0.81
H1 2.849 1.623 2.557  0.24
H2 3.991 0.419 1.935  0.24
H3 2.848 -0.021 3.223  0.23
H4 -1.741 -1.880 -1.514  0.35
H5 0.569 -0.203 -1.641  0.22
H6 -1.471 0.473 0.548  0.20
H7 -1.593 0.339 -2.530  0.19
H8 -2.937 0.769 -1.475  0.20
H9 -3.133 -1.466 -0.810  0.35

Forces on atoms 1 to 2 (eV/Å):
0.08 0.03 0.07
-0.32 0.05 -0.38

An isolated molecule of C6H9N. Source: the OMol25 dataset; level of theory: ωB97M-V/def2-TZVPD.

For the total energy, the calculation gives -288.62067 hartree. The calculation puts the lowest unoccupied orbital energy at 0.964 eV. The value obtained for the HOMO energy is -8.0 eV.

Each line ends with the natural charge from an NBO analysis.
Cartesian coordinates (Å):
C1 3.373 0.180 0.258  -0.74
C2 1.970 -0.037 -0.207  0.12
C3 -1.889 -0.929 -0.794  -0.24
C4 -0.912 -0.147 -0.432  0.10
C5 -3.180 -0.845 -0.012  -0.63
C6 -0.212 0.873 -0.014  -0.13
N1 1.131 0.759 0.427  -0.58
H1 3.519 0.941 1.048  0.17
H2 3.795 -0.774 0.588  0.24
H3 3.953 0.477 -0.625  0.24
H4 -1.850 -1.477 -1.734  0.23
H5 -3.491 0.205 -0.060  0.21
H6 -3.075 -1.106 1.045  0.22
H7 -3.965 -1.446 -0.472  0.22
H8 -0.592 1.884 -0.149  0.21
H9 1.426 1.441 1.133  0.36

Forces on atoms 1 to 2 (eV/Å):
0.14 -0.07 0.07
0.10 0.44 0.43

A structure of composition C6H9N. Source: the OMol25 dataset; level of theory: ωB97M-V/def2-TZVPD.

For the total energy, the calculation gives -288.69961 hartree. The calculation puts the lowest unoccupied orbital energy at 1.150 eV. The value obtained for the HOMO energy is -9.2 eV.

Each line ends with the natural charge from an NBO analysis.
Cartesian coordinates (Å):
C1 1.295 -1.655 0.663  -0.67
N1 0.941 1.080 -0.367  -0.38
C2 0.348 1.945 0.368  0.10
C3 -1.068 1.750 -0.082  -0.48
C4 -0.369 0.629 -0.917  -0.10
C5 -0.779 -0.770 -0.575  -0.22
C6 -0.099 -1.703 0.099  -0.16
H1 1.311 -2.079 1.673  0.21
H2 1.964 -2.267 0.046  0.22
H3 1.712 -0.650 0.691  0.25
H4 0.832 2.606 1.089  0.18
H5 -1.473 2.585 -0.663  0.22
H6 -1.799 1.423 0.664  0.22
H7 -0.423 0.785 -2.003  0.20
H8 -1.781 -1.025 -0.926  0.20
H9 -0.612 -2.653 0.242  0.20

Forces on atoms 1 to 2 (eV/Å):
0.05 0.00 0.01
-0.17 0.31 0.20

A cluster of 2 separate species, C6H9N in total in a non-equilibrium geometry. Source: the OMol25 dataset; level of theory: ωB97M-V/def2-TZVPD.

The multiplicity is 3. For the total energy, the calculation gives -288.48682 hartree. The calculation puts the lowest unoccupied orbital energy (spin up / spin down) at 0.830 / -1.872 eV. The value obtained for the HOMO energy (spin up / spin down) is -5.0 / -10.0 eV.

Each line ends with the natural charge from an NBO analysis.
Cartesian coordinates (Å):
C1 -2.222 -1.288 1.370  -0.69
C2 0.721 0.740 -2.260  -0.52
C3 -1.743 0.015 0.725  -0.07
C4 1.852 0.661 -1.626  0.13
C5 -0.735 0.590 1.266  0.16
C6 3.027 0.370 -1.144  -0.52
N1 0.091 1.103 2.015  -0.62
H1 -1.438 -2.119 1.294  0.24
H2 -3.253 -1.559 0.838  0.20
H3 0.310 -0.189 -2.717  0.23
H4 0.155 1.602 -2.173  0.22
H5 -2.282 0.210 -0.158  0.17
H6 3.110 -0.130 -0.206  0.22
H7 -2.399 -1.139 2.509  0.23
H8 3.797 0.496 -1.881  0.23
H9 1.008 0.638 2.148  0.37

Forces on atoms 1 to 2 (eV/Å):
-1.58 -0.99 -0.03
0.49 -1.94 0.21

The ion C6H9N with charge +1 in a non-equilibrium geometry. Source: the OMol25 dataset; level of theory: ωB97M-V/def2-TZVPD.

The multiplicity is 2. For the total energy, the calculation gives -288.49746 hartree. The net charge is +1. The calculation puts the lowest unoccupied orbital energy (spin up / spin down) at -3.354 / -7.065 eV. The value obtained for the HOMO energy (spin up / spin down) is -14.3 / -14.7 eV.

Each line ends with the natural charge from an NBO analysis.
Cartesian coordinates (Å):
C1 -0.213 0.712 -1.567  -0.23
C2 0.312 -0.543 -1.993  0.20
N1 0.494 -1.345 -0.933  -0.54
C3 0.221 -0.584 0.206  0.39
C4 -0.336 0.636 -0.190  0.00
C5 -0.888 1.702 0.702  -0.65
C6 0.508 -1.119 1.567  -0.69
H1 -0.297 1.494 -2.306  0.27
H2 0.539 -0.852 -3.001  0.25
H3 1.104 -2.148 -0.910  0.45
H4 -1.961 1.539 0.838  0.26
H5 -0.432 1.674 1.687  0.24
H6 -0.803 2.671 0.220  0.25
H7 1.365 -1.785 1.464  0.25
H8 -0.346 -1.699 1.913  0.28
H9 0.732 -0.355 2.303  0.27

Forces on atoms 1 to 2 (eV/Å):
0.67 -1.13 -0.31
-0.27 0.42 -0.33

The ion C6H9N2 with charge +1 in a non-equilibrium geometry. Source: the OMol25 dataset; level of theory: ωB97M-V/def2-TZVPD.

For the total energy, the calculation gives -343.24294 hartree. The net charge is +1. As for the SMILES: N[C@H]1C=CC=CC1=[NH2+]. The calculation puts the lowest unoccupied orbital energy at -4.895 eV. The value obtained for the HOMO energy is -13.4 eV.

Each line ends with the natural charge from an NBO analysis.
Cartesian coordinates (Å):
C1 -0.992 1.569 0.809  -0.25
C2 0.317 2.022 0.460  -0.06
C3 -1.392 0.330 0.521  -0.11
C4 1.125 1.194 -0.225  -0.32
C5 -0.638 -0.657 -0.279  -0.20
C6 0.779 -0.213 -0.385  0.44
N1 1.777 -0.986 -0.615  -0.66
N2 -0.665 -2.095 -0.129  -0.84
H1 -1.668 2.349 1.305  0.26
H2 0.600 3.059 0.591  0.25
H3 -2.334 -0.079 1.017  0.25
H4 2.085 1.426 -0.776  0.24
H5 -0.988 -0.283 -1.217  0.30
H6 2.632 -0.596 -0.357  0.43
H7 1.563 -2.034 -0.796  0.47
H8 -0.859 -2.361 0.788  0.39
H9 -1.341 -2.644 -0.711  0.41

Forces on atoms 1 to 2 (eV/Å):
-1.35 1.46 1.24
0.39 0.22 -1.48